Here is a structure of composition C4H12O2Si in a non-equilibrium geometry from the Open Molecules 2025 dataset. Energies are from wB97M-V/def2-TZVPD.

Net charge: 0
Max |F| (eV/Å): 4.90
LUMO energy (Eh): -0.008
Relative energy (zero: lowest compared OMol25 entry of this formula, charge and spin) (eV): 5.915
HOMO (eV): -10.024

Last column: Löwdin charge in e.
Positions of all 19 atoms, in Å:
C  3.28194  0.01613  -0.35854  -0.087
C  -2.44825  -1.07431  -1.16259  -0.160
C  -1.85101  1.67439  0.42357  -0.208
C  2.16521  -0.36478  0.65693  -0.316
O  1.00256  -0.65058  -0.09079  -0.124
O  -0.35331  -0.94628  0.87561  -0.248
Si  -1.77214  -0.28209  0.40881  0.537
H  3.04021  1.02607  -0.67864  0.063
H  4.31119  0.09931  0.07846  0.083
H  3.43660  -0.81817  -1.10060  0.093
H  -3.26377  -1.68691  -1.08266  -0.011
H  -2.74685  -0.41302  -2.00226  0.053
H  -1.76760  -1.57427  -1.70953  -0.016
H  -1.67207  2.17001  -0.59019  0.041
H  -2.80901  1.93974  0.86936  0.007
H  -0.93497  1.98149  0.94947  0.013
H  1.87844  0.52316  1.41358  0.151
H  2.67019  -1.11467  1.27385  0.099
H  -2.16738  -0.50524  1.82616  0.028